No. 1
Entry from OMol25: a molecular structure, C17H21FKO8S in a non-equilibrium geometry (ωB97M-V/def2-TZVPD).

```
49
Properties=species:S:1:pos:R:3
K 9.3056 8.7619 -11.8753
C 6.6885 10.3075 -9.3670
C 6.0584 8.8849 -9.6272
O 6.8653 8.0897 -10.5014
H 7.6316 10.1786 -8.8359
H 5.9724 10.8057 -8.7136
H 6.8854 10.9021 -10.2591
H 5.1354 9.1879 -10.1215
H 5.9459 8.4829 -8.6203
F 8.0369 9.6147 -14.0226
O 13.8117 8.3829 -9.9451
S 12.5899 9.1395 -9.6737
O 11.7339 9.6166 -10.7840
O 11.5525 8.2541 -8.7512
C 10.3212 8.8394 -8.3233
C 9.1657 7.9034 -8.0084
C 13.0736 10.3374 -8.4082
H 9.8747 9.4612 -9.0991
H 10.5140 9.3638 -7.3874
H 8.2843 8.4570 -7.6846
H 9.3977 7.1664 -7.2395
H 8.8544 7.2819 -8.8480
H 14.1449 10.5101 -8.5104
H 13.1219 9.9755 -7.3812
H 12.3825 11.1763 -8.4912
C 13.4758 8.1826 -14.0581
C 14.8320 7.9982 -13.9989
C 15.5049 6.9619 -13.1933
O 16.6994 6.9420 -13.0542
C 14.5655 6.0677 -12.4997
C 13.1733 6.2158 -12.5659
C 12.5247 7.3470 -13.2870
O 11.3087 7.5766 -13.3075
H 13.1381 9.1445 -14.4146
H 15.4925 8.7020 -14.4834
H 15.0196 5.1859 -12.0722
H 12.5168 5.4882 -12.1120
C 7.5881 3.6922 -11.1932
C 8.4902 4.6328 -10.7612
C 9.4645 5.3685 -11.5640
O 10.2692 6.0755 -11.0215
C 9.4334 5.0128 -13.0088
C 8.4267 4.1528 -13.4285
C 7.5387 3.3638 -12.5934
O 6.7457 2.5105 -13.0553
H 6.8772 3.2393 -10.5180
H 8.4814 4.7943 -9.6934
H 9.9586 5.6658 -13.6901
H 8.4675 4.1070 -14.5067
```

E_HOMO (eV): -3.33
Orbital gap (eV): 3.360
2S+1: 1
F_max (eV/Å): 4.45
Total charge: -1



No. 2
Entry from OMol25: 9 unconnected molecules or ions with the total composition H18O9 (ωB97M-V/def2-TZVPD).

```
27
Properties=species:S:1:pos:R:3
O 11.3596 -1.4243 6.0643
H 11.1604 -2.3648 6.0903
H 12.2849 -1.3896 5.8042
O 9.0547 2.9337 4.1396
H 8.9538 3.7838 4.5805
H 9.7745 2.4900 4.6302
O 10.3400 -0.1093 3.2740
H 10.7490 -0.9153 3.6191
H 9.6386 0.0975 3.9119
O 9.5653 0.2771 0.5468
H 8.8973 -0.3965 0.6989
H 10.0876 0.2881 1.3674
O 10.9468 -3.3397 1.9978
H 10.1324 -3.7001 1.6298
H 11.3209 -2.7989 1.2903
O 12.0777 -3.7378 4.5305
H 11.5598 -4.5189 4.7503
H 11.7318 -3.4426 3.6628
O 11.3612 1.7965 5.3650
H 11.5221 1.3187 4.5351
H 12.1271 2.3705 5.4789
O 7.8160 -0.7402 5.0604
H 7.8556 -1.4995 4.4680
H 7.0452 -0.9070 5.6180
O 6.4525 1.7561 4.5142
H 6.9805 1.0129 4.8433
H 7.1058 2.3572 4.1199
```

E_HOMO (eV): -10.21
Orbital gap (eV): 10.082
2S+1: 1
F_max (eV/Å): 0.60
SMILES: O.O.O.O.O.O.O.O.O



No. 3
Entry from OMol25: a molecular structure, C17H35N6O3OsPS6 (ωB97M-V/def2-TZVPD).

```
69
Properties=species:S:1:pos:R:3
Os -0.4113 0.3592 1.3615
N -0.9394 0.8605 3.3534
C -1.8991 -0.1071 3.9537
C -1.2451 -1.4665 4.0772
C -0.9653 -2.2018 2.7841
O -0.8174 -3.3834 2.7371
O -0.8535 -1.4838 1.6316
H -0.1282 0.9040 3.9706
H -1.3356 1.8021 3.3891
H -2.7883 -0.1305 3.3236
H -2.1948 0.2392 4.9441
H -1.8488 -2.1326 4.6914
H -0.2893 -1.3694 4.6046
C 3.9824 3.4223 1.4905
N 3.4010 2.7679 0.3253
C 3.8650 3.0412 -1.0449
C 2.9311 2.1696 -1.9078
N 1.9926 1.6379 -0.9149
C 2.3255 2.0024 0.3021
S 1.4849 1.5888 1.7719
H 5.0010 3.7113 1.2466
H 4.0117 2.7377 2.3351
H 3.4164 4.3140 1.7626
H 4.9113 2.7583 -1.1428
H 3.7702 4.1044 -1.2644
H 3.4654 1.3546 -2.3953
H 2.4045 2.7433 -2.6663
H 1.1996 1.0186 -1.0832
C -4.8751 1.2869 -0.5640
S -5.4327 2.3623 0.7643
C -4.0215 3.0712 1.4719
C -2.6718 2.8053 1.4249
S -1.8906 1.6097 0.4452
S -1.6338 3.8681 2.3688
C -2.9060 4.7797 3.1597
S -2.6355 5.8888 4.2882
S -4.4897 4.3787 2.5335
H -5.8030 0.9506 -1.0271
H -4.3342 0.4203 -0.1872
H -4.2906 1.8305 -1.2999
C -0.1039 0.0581 -3.5536
N -0.2462 -1.2699 -2.9637
C -0.5671 -2.3180 -3.9317
P 0.2768 -1.6020 -1.4505
O 0.0104 -0.3337 -0.6246
N 1.9032 -1.8416 -1.4234
C 2.6578 -1.8118 -0.1744
C 2.5631 -2.5891 -2.4956
N -0.5069 -2.9299 -0.9742
C -1.9684 -2.9813 -1.0354
C 0.1169 -4.1689 -0.5108
H 0.8331 0.1579 -4.1107
H -0.1535 0.8236 -2.7842
H -0.9282 0.2277 -4.2463
H 0.1664 -2.3426 -4.7415
H -1.5493 -2.1295 -4.3670
H -0.5796 -3.2918 -3.4481
H 2.0980 -1.2917 0.6004
H 3.6026 -1.2860 -0.3305
H 2.8902 -2.8174 0.1862
H 2.0388 -2.4454 -3.4380
H 2.6177 -3.6599 -2.2806
H 3.5803 -2.2142 -2.6126
H -2.3755 -1.9854 -1.2037
H -2.3517 -3.3616 -0.0902
H -2.2979 -3.6400 -1.8431
H 1.1953 -4.0655 -0.4537
H -0.1187 -4.9876 -1.1939
H -0.2659 -4.4168 0.4803
```

E_HOMO (eV): -13.10
Orbital gap (eV): 5.751
2S+1: 1
F_max (eV/Å): 0.57
Total charge: +2



No. 4
Entry from OMol25: 2 unconnected molecules or ions with the total composition C18H27F2N3O4 in a non-equilibrium geometry (ωB97M-V/def2-TZVPD).

```
54
Properties=species:S:1:pos:R:3
N -3.4559 0.5178 -4.6723
C -2.6534 1.1919 -3.5702
C -1.1832 1.4646 -4.1695
C -0.0657 1.8402 -3.0762
C 0.1773 0.7295 -1.9331
C -0.1405 -0.8133 -2.2309
C 0.9716 -1.5799 -3.1032
N 0.4716 -2.9039 -3.6394
N 1.6790 0.8777 -1.6811
C 2.0677 0.4208 -0.2901
O 2.3563 -0.9637 -0.0721
C 0.8483 1.0857 0.5825
O 0.5994 0.0820 1.5923
C 1.3715 0.3184 2.7684
O 2.2748 1.2110 2.8610
C 1.1748 -0.6038 4.0804
C 0.7468 -0.0051 5.4576
C 0.6096 -0.9812 6.6741
C 0.9376 -2.4802 6.4308
C 1.3737 -3.1010 5.0588
C 1.4880 -2.1367 3.8478
C -0.3739 1.3102 -0.5018
C -1.8627 0.9018 -0.0423
C -2.1430 1.5793 1.4071
O -2.5781 0.9617 2.3869
F -1.8238 2.9900 1.4736
H -3.9917 -0.2625 -4.2545
H -4.0782 1.1944 -5.1356
H -2.6812 0.4730 -2.6832
H -3.2073 2.1576 -3.2778
H -0.8513 0.6186 -4.8886
H -1.2909 2.3971 -4.8523
H 0.9225 1.9991 -3.6678
H -0.3247 2.8845 -2.6515
H -1.1541 -1.0137 -2.7166
H -0.1687 -1.3458 -1.2003
H 1.3484 -0.9738 -4.0122
H 1.8925 -1.8373 -2.4603
H -0.5559 -2.8748 -3.7647
H 0.7437 -3.6402 -2.9703
H 1.7555 1.9171 -1.5684
H 2.3275 0.7166 -2.4700
H 3.0014 1.0837 -0.0992
H 3.3380 -1.0645 -0.0323
H 1.0527 2.1654 0.8996
H 0.5362 1.1091 5.5862
H 0.2735 -0.6091 7.7229
H 0.8727 -3.2130 7.3129
H 1.6093 -4.2078 4.9341
H 1.7891 -2.5042 2.8035
H -0.4610 2.4663 -0.5454
H -2.6337 1.4049 -0.7463
H -2.0091 -0.2414 -0.0148
F -0.9232 -0.7132 9.1138
```

E_HOMO (eV): -5.73
Orbital gap (eV): 4.022
2S+1: 1
F_max (eV/Å): 5.87



Number 1: DFT total energy -64223.5529 eV. Number 2: DFT total energy -18720.1315 eV. Number 3: DFT total energy -110037.2800 eV. Number 4: DFT total energy -37187.7886 eV.